An isolated molecule of C5H7N. Source: the Open Molecules 2025 dataset; level of theory: wB97M-V/def2-TZVPD.

SMILES: C1=C[C@@H]2N[C@@H]2C1
Relative energy (zero: lowest compared OMol25 entry of this formula, charge and spin) in kcal per mole: 56.4
HOMO energy in eV: -9.1
Total charge: 0
HOMO-LUMO gap in eV: 10.24

Positions of all 13 atoms, in Å:
C 1.46604 -0.08378 -0.10111
C 0.72765 -1.13949 0.00491
C -0.64150 -0.83821 0.31433
N -1.33840 -0.03293 -0.69588
C -0.69176 0.66337 0.46952
C 0.68752 1.24660 -0.02626
H 2.49848 -0.21526 -0.42158
H 1.12175 -2.09263 -0.04950
H -1.16655 -1.38917 1.08072
H -2.39693 0.04910 -0.66205
H -1.40915 1.09510 1.27057
H 0.48632 1.70096 -1.05691
H 0.94727 1.99141 0.74151